{"formula": "C4H8IN2S", "method": "ωB97M-V/def2-TZVPD", "gap_ha": 0.31993, "total_charge": 1, "homo_ev": -12.8, "e_tot_ha": -962.29253, "mol_weight_g_mol": 243.09, "elements": ["I", "S", "N", "N", "C", "C", "C", "C", "H", "H", "H", "H", "H", "H", "H", "H"], "coordinates": [[-3.50026, -0.00980, -0.01080], [-0.57721, -2.16577, 0.03588], [0.69829, 0.30944, 0.02610], [-1.60121, 0.51303, 0.38196], [1.18569, -2.61019, -0.07327], [0.44151, 1.71189, 0.10220], [-0.37240, -0.46567, -0.02617], [-1.11164, 1.89074, -0.02020], [0.96263, 2.15785, -0.83957], [1.56952, -2.52890, -0.98778], [0.84250, 2.07472, 1.10542], [1.22882, -3.63377, 0.24035], [-1.62489, 2.54832, 0.67515], [1.57696, -0.06334, -0.26457], [1.74343, -2.02424, 0.63940], [-1.46173, 2.29568, -0.98410]], "nbo_charge": [0.45, 0.48, -0.53, -0.61, -0.72, -0.25, 0.32, -0.25, 0.24, 0.23, 0.25, 0.27, 0.24, 0.44, 0.23, 0.22]}



{"formula": "C2H7OS", "method": "ωB97M-V/def2-TZVPD", "gap_ha": 0.21362, "total_charge": -1, "homo_ev": -1.7, "e_tot_ha": -553.78551, "mol_weight_g_mol": 79.14, "elements": ["S", "O", "C", "C", "H", "H", "H", "H", "H", "H", "H"], "coordinates": [[-0.14433, 0.49469, 0.36224], [2.50372, 1.02471, -1.75841], [-1.35359, 0.07742, 1.72674], [-0.17877, -0.77556, -0.81564], [-0.82462, -0.57125, -1.66184], [-2.33387, 0.02240, 1.26475], [-1.27266, 0.91519, 2.43396], [2.47312, 0.06007, -1.80376], [1.66222, 1.16084, -1.28640], [0.53992, -1.54460, -0.65470], [-1.07115, -0.86390, 2.19306]], "nbo_charge": [0.04, -0.98, -0.79, -1.14, 0.18, 0.19, 0.18, 0.47, 0.49, 0.17, 0.19]}



{"formula": "C33H85O23P3", "method": "ωB97M-V/def2-TZVPD", "gap_ha": 0.36579, "homo_ev": -9.3, "e_tot_ha": -4062.80373, "mol_weight_g_mol": 942.94, "elements": ["P", "P", "P", "O", "O", "O", "O", "O", "O", "O", "O", "O", "O", "O", "O", "O", "O", "O", "O", "O", "O", "O", "O", "O", "O", "O", "C", "C", "C", "C", "C", "C", "C", "C", "C", "C", "C", "C", "C", "C", "C", "C", "C", "C", "C", "C", "C", "C", "C", "C", "C", "C", "C", "C", "C", "C", "C", "C", "C", "H", "H", "H", "H", "H", "H", "H", "H", "H", "H", "H", "H", "H", "H", "H", "H", "H", "H", "H", "H", "H", "H", "H", "H", "H", "H", "H", "H", "H", "H", "H", "H", "H", "H", "H", "H", "H", "H", "H", "H", "H", "H", "H", "H", "H", "H", "H", "H", "H", "H", "H", "H", "H", "H", "H", "H", "H", "H", "H", "H", "H", "H", "H", "H", "H", "H", "H", "H", "H", "H", "H", "H", "H", "H", "H", "H", "H", "H", "H", "H", "H", "H", "H", "H", "H"], "coordinates": [[-0.07865, -0.28679, 0.08169], [-1.42153, 5.79089, -0.43620], [1.78552, -3.15406, 5.11831], [-2.06027, 4.84585, 0.75414], [1.50205, 3.11577, -7.53721], [-7.47740, 0.44596, 2.70517], [1.65078, -4.60750, -2.08831], [-0.59661, 0.42947, 1.47949], [1.52783, 2.74443, 4.32279], [5.58814, 0.57439, -3.97267], [1.69516, -3.88921, 3.68429], [3.23684, -2.37199, 4.93478], [0.70839, -2.20487, 5.45364], [-1.42315, 4.70536, -1.59773], [2.21481, -4.24720, 6.24166], [-4.59852, -3.86962, -1.12044], [-5.44706, 0.34182, 0.41692], [1.47977, -0.71270, 0.42163], [-1.06879, 2.16373, -5.30694], [-1.90695, -5.18493, 1.00100], [0.21083, 0.98880, -0.91707], [-0.06166, 6.39475, -0.19599], [3.73182, 2.39405, 1.99568], [-2.60437, 6.74985, -0.86984], [3.74428, -4.32430, 0.29887], [-0.97646, -1.34722, -0.45005], [3.51587, 1.42471, -3.23347], [3.54579, 3.38706, 3.10525], [-6.01489, -4.04704, -1.24215], [-2.54176, -4.32307, 0.02057], [-1.57847, -6.44737, 0.47295], [-4.35038, 0.25673, 1.35123], [-1.21610, 5.13444, -2.91473], [-3.22116, 7.61284, -0.00629], [-1.23604, 3.99384, 1.57542], [4.19116, -4.59360, 1.58545], [5.14586, 1.67355, -4.80876], [-0.50063, -0.25454, 2.73155], [2.32089, -4.03797, 0.25510], [4.31356, 2.50936, -3.92361], [-0.98163, 1.46996, -1.51718], [-0.53294, 2.36109, -6.60305], [4.88109, 2.79287, 1.23052], [2.95398, 2.82211, 4.37676], [4.56654, 0.40032, -2.95397], [0.58269, -4.75815, 3.44591], [0.83518, 1.88447, 5.21932], [3.07276, -5.27813, 5.90598], [-6.69102, -0.50584, 0.50725], [3.22018, -1.23758, 4.06184], [2.88338, -5.33133, -2.46548], [-8.43300, 1.13971, 3.47663], [-3.87419, -4.90348, -0.49327], [2.53657, 4.11499, -7.57308], [-7.83242, 0.01991, 1.42281], [0.73109, 3.22749, -6.42951], [2.37009, 0.35722, 0.59167], [1.82680, -3.58541, -1.12776], [-2.29174, 1.41320, -5.20025], [-4.19382, 7.19355, 0.25109], [0.25206, 0.19266, 3.38083], [-8.51031, -0.82910, 1.51077], [-2.10085, 5.04847, -3.54554], [2.86146, 0.50224, -0.37043], [-1.73233, 1.41497, -0.72880], [4.72743, 1.16821, -5.67919], [0.51409, 4.23987, -6.08880], [3.54582, -5.35706, 2.01993], [3.37314, -0.26747, 4.53470], [3.75730, -4.75883, -2.77632], [5.74930, 2.90904, 1.87922], [3.55600, -5.08325, 4.94858], [-4.80915, 0.11916, 2.33037], [-3.66795, -0.55052, 1.08527], [2.05721, -3.27852, 0.99117], [5.95757, 2.31928, -5.14381], [-6.47556, -1.53187, 0.80548], [-3.77159, 1.17042, 1.21605], [-6.32927, -5.06042, -1.49179], [0.04117, -4.38219, 2.57786], [-0.50411, 4.42271, -3.33261], [-2.73375, 7.92434, 0.91756], [-4.44356, -5.31622, 0.33953], [-1.90600, -4.05533, -0.82336], [0.93076, 2.09619, 6.28427], [1.10490, -5.71488, 3.43810], [-8.41443, 0.80514, 0.94033], [3.19101, 4.05218, -8.44249], [4.50123, 3.86019, 3.33192], [-3.83928, -5.74884, -1.18048], [2.75282, 0.89954, -3.80796], [4.12371, -0.59567, -2.95661], [1.82723, -4.96249, 0.55453], [-1.77152, 3.05241, 1.69825], [-0.19679, 2.00591, 4.89008], [-1.37869, 1.02693, -2.43051], [-2.74113, -3.39501, 0.55634], [2.32530, -1.15129, 3.44552], [-7.10056, -0.52518, -0.50270], [-1.46031, -0.04441, 3.20375], [3.90913, -5.32326, 6.60350], [1.31318, 2.78247, -5.62252], [2.62228, -6.26846, 5.97247], [1.06407, 0.82102, 5.15018], [3.18893, 4.00657, -6.70661], [4.28952, -3.70481, 2.20873], [-8.00979, 1.56057, 4.38870], [-6.40348, -3.35509, -1.98935], [3.09251, 1.78102, -2.29437], [3.01669, 4.29791, 2.82503], [4.92936, 0.55791, -1.93828], [5.08333, 2.11243, 0.40335], [3.18680, 0.06204, 1.25042], [-0.91765, 2.52978, -1.76372], [-0.08748, -4.72632, 4.30496], [-0.25921, 3.75255, 1.15627], [-2.39454, -7.16515, 0.55605], [2.23687, 5.16297, -7.57564], [4.75096, 3.77066, 0.76673], [2.58519, -5.96135, -3.30349], [-0.69034, -6.84150, 0.96690], [-2.30058, 0.42771, -5.66590], [3.22574, -6.00761, -1.68220], [5.15081, -5.10712, 1.52636], [-0.33501, -1.32824, 2.64300], [-0.15281, 1.37833, -6.88197], [3.21712, 3.56598, 5.12877], [-1.09833, 4.33303, 2.60210], [-1.11337, -6.42115, -0.51250], [-8.85576, 2.01954, 2.99160], [1.99916, 1.31711, 0.95101], [-3.42700, 8.61011, -0.39512], [4.03879, -1.38692, 3.35779], [3.79695, 3.27423, -4.50342], [-1.21013, 2.82052, -7.32307], [-0.58250, 5.99847, -3.11499], [-9.08969, 0.32048, 3.76942], [0.88583, -3.05422, -0.98451], [3.41945, 1.84116, 4.47261], [-2.48587, 1.23574, -4.14246], [-3.15997, 1.86865, -5.67652], [2.47571, -2.77973, -1.47115], [4.98957, 3.00567, -3.22733], [-6.51533, -3.77519, -0.31276]], "lowdin_charge": [0.54, 0.46, 0.47, -0.22, -0.16, -0.20, -0.17, -0.25, -0.18, -0.12, -0.27, -0.22, -0.23, -0.23, -0.20, -0.19, -0.21, -0.23, -0.20, -0.20, -0.21, -0.26, -0.21, -0.18, -0.19, -0.23, -0.19, -0.15, -0.10, -0.16, -0.13, -0.08, -0.13, -0.15, -0.09, -0.13, -0.22, -0.08, -0.17, -0.17, -0.10, -0.17, -0.10, -0.18, -0.21, -0.07, -0.10, -0.14, -0.11, -0.11, -0.07, -0.10, -0.22, -0.08, -0.22, -0.26, -0.13, -0.20, -0.09, 0.10, 0.05, 0.12, 0.10, 0.07, 0.08, 0.13, 0.13, 0.08, 0.07, 0.09, 0.08, 0.08, 0.08, 0.07, 0.10, 0.12, 0.10, 0.07, 0.08, 0.08, 0.07, 0.10, 0.12, 0.12, 0.09, 0.10, 0.12, 0.09, 0.11, 0.12, 0.12, 0.12, 0.12, 0.07, 0.09, 0.07, 0.12, 0.07, 0.12, 0.10, 0.09, 0.12, 0.09, 0.06, 0.07, 0.08, 0.08, 0.09, 0.10, 0.13, 0.10, 0.08, 0.08, 0.07, 0.09, 0.09, 0.09, 0.09, 0.09, 0.08, 0.08, 0.08, 0.07, 0.09, 0.09, 0.13, 0.13, 0.09, 0.09, 0.09, 0.09, 0.09, 0.08, 0.10, 0.13, 0.10, 0.09, 0.10, 0.11, 0.07, 0.08, 0.12, 0.13, 0.07]}



{"formula": "C4H13N3", "method": "ωB97M-V/def2-TZVPD", "gap_ha": 0.36423, "homo_ev": -8.9, "e_tot_ha": -324.40828, "mol_weight_g_mol": 103.17, "elements": ["N", "N", "N", "C", "C", "C", "C", "H", "H", "H", "H", "H", "H", "H", "H", "H", "H", "H", "H", "H"], "coordinates": [[-2.26217, 0.75710, -0.82445], [1.05695, -0.20760, 0.68640], [2.35625, -1.95413, -0.81557], [-1.18769, 0.74178, 1.64798], [-1.04355, 0.02132, -0.76090], [2.07211, -0.49483, -0.40580], [-0.20847, 0.59082, 0.38504], [-1.78170, 1.71401, 1.62889], [-1.98930, 0.01814, 1.60008], [0.07391, 1.65591, 0.20594], [2.51846, -2.30381, 0.16228], [1.86176, 0.10837, -1.44182], [1.40092, -2.23007, -1.07871], [-2.93216, 0.15817, -1.28760], [-0.35037, 0.14790, -1.64508], [-1.21394, -1.02729, -0.64633], [3.05214, -0.15474, -0.06343], [-0.58750, 0.60667, 2.57971], [-2.26443, 1.57302, -1.44249], [1.42878, 0.27929, 1.51588]], "nbo_charge": [-0.84, -0.68, -0.81, -0.62, -0.24, -0.07, -0.03, 0.22, 0.21, 0.16, 0.35, 0.17, 0.34, 0.36, 0.17, 0.20, 0.18, 0.20, 0.36, 0.37]}



{"formula": "C6H12O", "method": "ωB97M-V/def2-TZVPD", "gap_ha": 0.32176, "homo_ev": -7.9, "e_tot_ha": -310.93177, "mol_weight_g_mol": 100.16, "elements": ["O", "C", "C", "C", "C", "C", "C", "H", "H", "H", "H", "H", "H", "H", "H", "H", "H", "H", "H"], "coordinates": [[-0.11203, -0.99435, 1.08914], [0.88373, -0.49636, 0.31779], [-0.68309, -0.00034, 0.28082], [1.37824, 0.95386, 0.42445], [-1.50648, -0.49445, -0.84223], [-1.38116, 1.08168, 1.03202], [1.44723, -1.31184, -0.72799], [-1.60857, 1.93924, 0.39009], [-1.02827, -1.31963, -1.35541], [1.31832, -0.96018, -1.76412], [1.32843, 1.68970, -0.38574], [-2.33600, 0.71751, 1.42327], [1.05559, -2.33377, -0.75439], [1.26096, 1.52528, 1.33061], [2.52873, -1.47868, -0.66609], [2.42270, 0.59996, 0.39698], [-2.48321, -0.83701, -0.49480], [-0.77719, 1.41881, 1.87139], [-1.70792, 0.30058, -1.56576]], "nbo_charge": [-0.47, 0.23, 0.24, -0.65, -0.64, -0.64, -0.68, 0.22, 0.22, 0.23, 0.21, 0.22, 0.24, 0.23, 0.22, 0.20, 0.21, 0.22, 0.21]}



{"formula": "C13H50F6NO10P", "method": "ωB97M-V/def2-TZVPD", "gap_ha": [0.11193, 0.34442], "total_charge": -1, "multiplicity": 2, "homo_ev": [-0.6, -6.9], "e_tot_ha": -2273.18299, "mol_weight_g_mol": 525.50, "elements": ["P", "F", "F", "F", "F", "F", "F", "O", "O", "O", "O", "O", "O", "O", "O", "O", "O", "N", "C", "C", "C", "C", "C", "C", "C", "C", "C", "C", "C", "C", "C", "H", "H", "H", "H", "H", "H", "H", "H", "H", "H", "H", "H", "H", "H", "H", "H", "H", "H", "H", "H", "H", "H", "H", "H", "H", "H", "H", "H", "H", "H", "H", "H", "H", "H", "H", "H", "H", "H", "H", "H", "H", "H", "H", "H", "H", "H", "H", "H", "H", "H"], "coordinates": [[0.35671, 0.60300, -0.01024], [-0.39341, 1.00075, -1.44182], [-1.11165, 0.17872, 0.70842], [1.75148, 0.92069, -0.75482], [0.27294, 2.13676, 0.46401], [1.22603, 0.21438, 1.35566], [0.52686, -0.87692, -0.61773], [-1.59079, 2.46132, 3.20216], [-1.05469, -2.27781, -3.13189], [-2.32501, 0.07231, -3.69902], [-2.31744, -2.16616, 1.51048], [0.05938, 0.49099, 4.11186], [3.74023, -0.93589, -1.08504], [-1.80130, 2.47372, -4.69242], [-0.09448, -2.03741, 5.03782], [0.79459, 1.49390, -3.69841], [-0.49267, -3.52772, -0.66458], [3.26909, 0.19065, -3.83752], [2.22325, -1.92331, 4.49986], [0.38968, -2.63606, 2.83278], [-2.48033, 3.53540, -4.04540], [3.36688, -2.69036, 0.52532], [-3.12336, 4.03270, 4.06226], [-3.98591, 3.17767, -4.01703], [-1.84743, 3.87135, -2.69927], [-3.32160, 3.14852, 1.69370], [-2.95976, 2.76508, 3.15083], [5.45577, -1.39809, 0.42160], [0.92104, -2.70065, 4.30687], [4.36125, -2.02360, -0.43678], [-0.15433, -4.86342, -0.93323], [3.32110, -0.35475, -0.44613], [3.20445, -0.17907, -4.77519], [6.00571, -2.13903, 1.00183], [3.01433, -2.10592, 3.77258], [-0.64609, -2.96651, -3.65627], [-4.01394, 2.26827, -3.41676], [-4.66815, 3.87597, -3.53223], [-3.43504, 2.37311, 0.93609], [-1.45300, 1.96310, 2.39322], [-4.46339, 3.05451, -4.98911], [0.00345, -1.11274, 4.79912], [-0.41176, -3.37236, 2.77250], [3.60261, -0.54442, -3.23044], [-4.23974, 3.73591, 1.70413], [0.84776, -5.26299, -0.77741], [-1.90849, 4.93843, -2.48545], [-4.17139, 4.32799, 4.11252], [2.70278, -2.19610, 5.43993], [-0.31445, -5.09480, -1.98629], [2.49819, -2.98660, -0.06266], [-1.06900, -2.63028, -2.24206], [-2.25816, 3.15529, -1.98748], [-2.63870, 3.83973, 1.19975], [-2.56010, 0.33683, -2.80964], [-1.84227, -0.74650, -3.58618], [-1.71527, -1.49346, 1.19250], [3.87588, 0.99649, -3.88772], [-2.86622, 3.77586, 5.08988], [-2.46393, -2.73408, 0.75401], [-2.19092, 4.41623, -4.61853], [2.09516, -0.87177, 4.24303], [0.45689, 0.34558, 3.25333], [6.10031, -0.70035, -0.11301], [4.98928, -0.58852, 0.98294], [0.08252, 1.95464, -4.14214], [4.70062, -2.74117, -1.18380], [-3.62244, 1.95904, 3.46586], [3.10942, -2.09963, 1.40445], [1.14954, -2.95144, 2.11776], [-0.78385, 3.83113, -2.93440], [-0.79386, -5.59592, -0.44077], [2.32183, 0.38955, -3.54899], [-0.14414, 1.42618, 4.12681], [3.81969, -3.62406, 0.85892], [0.24999, -2.93221, -0.54041], [-2.03861, 1.61571, -4.33313], [-2.54176, 4.89565, 3.73800], [0.42787, 1.24588, -2.84974], [0.95647, -3.73154, 4.65918], [0.05780, -1.67532, 2.43917]], "mulliken_spin": [0.35, 0.15, -0.01, -0.09, 0.01, 0.00, 0.01, 0.00, -0.12, 0.06, 0.00, 0.00, -0.79, -0.03, 0.00, -0.38, -0.04, 2.46, 0.00, -0.01, 0.01, 0.07, 0.00, 0.00, 0.02, 0.00, 0.00, -0.03, 0.00, 0.34, 0.08, 0.20, -0.83, 0.00, 0.00, 0.02, 0.00, 0.00, 0.00, 0.00, 0.00, 0.00, 0.00, 0.06, 0.00, 0.01, 0.00, 0.00, 0.00, 0.01, 0.01, 0.01, 0.00, 0.00, -0.01, 0.01, 0.00, -0.59, 0.00, 0.00, 0.00, 0.00, 0.00, -0.03, 0.03, 0.02, 0.05, 0.00, 0.01, 0.00, -0.01, 0.01, -0.03, 0.00, -0.01, -0.01, -0.01, 0.00, 0.00, 0.00, 0.00]}



What did the first record say?
{"formula": "C4H8IN2S", "method": "ωB97M-V/def2-TZVPD", "gap_ha": 0.31993, "total_charge": 1, "homo_ev": -12.8, "e_tot_ha": -962.29253, "mol_weight_g_mol": 243.09, "elements": ["I", "S", "N", "N", "C", "C", "C", "C", "H", "H", "H", "H", "H", "H", "H", "H"], "coordinates": [[-3.50026, -0.00980, -0.01080], [-0.57721, -2.16577, 0.03588], [0.69829, 0.30944, 0.02610], [-1.60121, 0.51303, 0.38196], [1.18569, -2.61019, -0.07327], [0.44151, 1.71189, 0.10220], [-0.37240, -0.46567, -0.02617], [-1.11164, 1.89074, -0.02020], [0.96263, 2.15785, -0.83957], [1.56952, -2.52890, -0.98778], [0.84250, 2.07472, 1.10542], [1.22882, -3.63377, 0.24035], [-1.62489, 2.54832, 0.67515], [1.57696, -0.06334, -0.26457], [1.74343, -2.02424, 0.63940], [-1.46173, 2.29568, -0.98410]], "nbo_charge": [0.45, 0.48, -0.53, -0.61, -0.72, -0.25, 0.32, -0.25, 0.24, 0.23, 0.25, 0.27, 0.24, 0.44, 0.23, 0.22]}